# 1
# C35H41Br2F10N2O18

A cluster of 6 separate species, C35H41Br2F10N2O18 in total in a non-equilibrium geometry (wB97M-V/def2-TZVPD, the OMol25 dataset).

Results
F_max = 5.039 eV/A
HOMO energy = -0.367 Ha
frontier orbital gap = 6.8 eV
energy = -8968.33245 hartree

ORCA input file:
```
! RIJCOSX wB97M-V def2-TZVPD def2/J DEFGRID3
* xyz 1 1
H 2.715 0.005 -1.111
C -4.192 4.507 1.960
C 5.573 2.960 0.530
C 8.290 6.675 -0.039
F 7.819 4.054 1.963
H 9.348 4.244 0.670
C -7.157 -0.861 1.018
H 2.103 -2.405 1.622
H -0.262 2.961 -0.049
C -4.021 -3.099 0.585
H 0.799 7.176 -3.003
O -4.093 -4.231 1.143
F -2.207 -4.473 -3.519
H 5.697 3.974 0.147
F -0.500 7.951 -0.517
H 1.137 -6.691 -1.561
H -4.493 -1.130 0.665
O 1.449 5.516 -1.930
O 2.569 -10.488 -0.400
F -0.483 -4.829 -1.796
O -4.820 1.364 0.849
F -2.161 -2.201 -3.548
O 9.184 7.024 0.929
H 1.810 -4.565 2.465
H 10.104 5.821 2.353
C 1.603 5.375 -0.584
C 8.582 4.846 1.167
N -4.818 -1.993 1.133
H 0.341 1.798 2.835
F -0.608 -8.627 -2.857
C 1.041 -2.731 1.288
O 7.747 5.445 0.198
O 0.958 6.357 0.103
C 0.161 2.661 2.113
C 9.118 6.016 1.928
H 0.813 3.563 2.359
O 0.711 -9.877 -1.537
N -0.415 -1.072 -1.524
O -5.304 3.492 0.247
H 1.459 -3.905 -0.533
F -0.654 -3.393 -4.761
C -1.511 -2.927 -0.033
H 0.334 -1.963 1.740
C 1.088 -2.833 -0.302
H -1.326 -3.989 0.387
O 4.565 0.965 0.085
Br 0.730 1.377 -2.234
Br -2.070 0.771 0.701
H -6.751 0.107 1.472
C 5.336 1.964 -0.557
C -0.325 -2.512 -1.074
F 1.009 -3.558 -2.953
H 4.785 2.358 -1.417
H 6.437 2.711 1.148
C -0.119 0.691 0.448
H -3.271 -2.031 -1.284
H -10.428 -2.165 -0.295
C 3.876 1.615 1.063
C -9.334 -2.146 0.012
C -8.664 -0.883 0.638
H -3.244 4.838 1.528
H -3.196 -3.903 -1.309
H 0.102 -3.197 3.570
C -8.399 -3.396 -0.165
O 8.019 7.357 -0.982
H -0.474 6.181 -2.267
H -0.495 -8.350 -0.871
H 1.472 8.101 -0.862
C 0.441 -0.068 -0.833
C -2.991 -2.976 -0.677
H -0.096 -1.079 -2.524
H -4.347 5.025 2.907
C 0.138 -8.601 -1.727
C 1.946 -0.582 -0.479
H -1.596 -2.188 0.853
C -6.896 -3.416 0.196
H -1.432 -0.840 -1.590
O 2.181 -1.977 -0.782
F 6.498 1.411 -0.973
C 0.533 6.585 -2.126
C -5.344 4.675 1.022
C -0.294 -3.501 -2.336
O 4.388 2.848 1.308
H -6.317 4.760 1.513
C -6.256 -2.127 0.777
H 1.697 -7.685 -2.921
H -8.833 -4.354 -0.625
C -4.764 2.546 1.060
H 8.448 6.342 2.729
H -0.944 3.002 2.172
C 0.669 7.358 -0.853
C 0.393 2.242 0.546
H 2.252 -0.353 0.622
F -5.151 5.734 0.202
H 0.453 -4.942 1.274
C -1.342 -3.329 -3.503
H 0.321 0.206 1.401
O 2.923 1.156 1.638
C 1.330 -7.712 -1.891
H -6.278 -4.355 0.023
C 1.920 -9.650 -0.951
C 0.826 -4.169 2.042
O 2.296 -8.342 -1.064
O -0.147 -4.044 3.122
O 2.234 4.496 -0.068
H -9.294 0.058 0.810
H 1.509 2.348 0.371
O -4.159 3.098 2.147
*
```

# 2
# C4H5BrN4O2S2

The molecule C4H5BrN4O2S2 in a non-equilibrium geometry (wB97M-V/def2-TZVPD, the OMol25 dataset).

Results
F_max = 5.725 eV/A
HOMO energy (alpha / beta) = -0.196 / -0.368 Ha
frontier orbital gap (alpha / beta) = 5.7 / 6.7 eV
energy = -3895.10008 hartree
<S²> = 2.03

ORCA input file:
```
! RIJCOSX wB97M-V def2-TZVPD def2/J DEFGRID3
* xyz 0 3
N 1.431 -2.263 0.606
C 2.326 -0.214 0.550
C 0.269 1.974 -0.659
H -3.511 0.400 -1.269
N -2.582 0.609 -0.964
S -2.083 -0.430 0.289
H 2.828 0.695 0.606
Br 1.432 3.019 0.468
H 3.252 -2.020 1.458
N 0.339 0.729 -0.727
H -0.501 2.553 -1.137
N 1.091 -0.165 -0.021
C 0.576 -1.467 0.037
O -3.282 -1.080 0.740
O -1.237 0.257 1.217
H -1.878 0.829 -1.579
S -0.973 -1.927 -0.580
C 2.501 -1.500 0.965
*
```

# 3
# C9H14N2

A cluster of 2 separate species, C9H14N2 in total in a non-equilibrium geometry (wB97M-V/def2-TZVPD, the OMol25 dataset).

Results
F_max = 4.406 eV/A
HOMO energy (alpha / beta) = -0.310 / -0.310 Ha
frontier orbital gap (alpha / beta) = 8.7 / 8.7 eV
energy = -460.65366 hartree

ORCA input file:
```
! RIJCOSX wB97M-V def2-TZVPD def2/J DEFGRID3
* xyz 0 1
H 0.450 -2.649 0.306
C 0.589 1.996 -0.567
H 3.182 0.091 0.662
H -0.544 1.931 -0.847
C 0.602 -0.511 -0.186
H 1.118 2.269 -1.555
C -3.121 0.315 -0.927
N -2.507 -0.630 -0.088
H 0.999 -1.490 1.598
C -1.459 -1.470 -0.395
H 2.228 -1.926 0.375
C 2.532 0.952 0.493
H 2.134 1.326 1.594
H -3.082 -1.205 1.987
H 0.577 3.022 -0.017
C -4.046 0.912 -0.118
C -3.162 -0.556 1.099
H -2.449 0.536 -1.821
H -1.118 -2.166 0.343
C 1.219 0.705 -0.161
H -4.761 1.723 -0.473
C 1.120 -1.714 0.534
H 3.158 1.733 0.071
N -4.153 0.324 1.072
H -1.588 -1.850 -1.422
*
```

# 4
# C14H21N3O3S

The molecule C14H21N3O3S in a non-equilibrium geometry (wB97M-V/def2-TZVPD, the OMol25 dataset).

Results
F_max = 1.321 eV/A
SMILES = COCCNC(=S)N1CCC(NC(=O)c2ccco2)CC1
HOMO energy = -0.294 Ha
frontier orbital gap = 8.6 eV
energy = -1334.24783 hartree

ORCA input file:
```
! RIJCOSX wB97M-V def2-TZVPD def2/J DEFGRID3
* xyz 0 1
O 4.979 1.412 -0.195
N -2.677 0.837 0.624
C -0.621 -1.153 -1.635
C -2.265 0.252 -0.526
H -4.692 0.766 2.524
H 6.817 -1.199 0.469
C 0.751 -0.477 -1.609
C 1.500 -0.844 -0.326
H -6.032 -1.577 -0.400
C -5.830 -0.520 -0.240
H 8.190 1.136 0.280
H 1.329 -0.784 -2.481
C 6.205 1.946 -0.116
H -2.415 0.403 1.497
N 2.770 -0.160 -0.259
H 6.289 3.004 -0.274
H -1.179 -0.850 -2.522
C -3.877 1.633 0.712
H -3.658 2.567 1.239
H -0.558 -2.304 0.643
C 7.136 0.991 0.162
C -0.720 -1.225 0.747
H 0.479 0.555 0.968
C 3.932 -0.801 0.016
O -5.191 -0.431 1.015
H 2.784 0.837 -0.407
C 0.632 -0.525 0.899
O 4.006 -1.997 0.228
H 1.135 -0.865 1.805
H -5.911 1.467 1.426
C -4.982 0.879 1.474
H -4.192 1.869 -0.307
H -1.344 -1.078 1.629
H -6.774 0.037 -0.238
H 1.740 -1.914 -0.325
H -5.198 -0.149 -1.052
N -1.379 -0.774 -0.459
C 5.110 0.081 0.035
H -0.510 -2.240 -1.638
H 0.609 0.606 -1.654
C 6.427 -0.225 0.261
S -2.819 0.811 -1.992
*
```